No. 1
The following is a DFT calculation (ωB97M-V/def2-TZVPD) of a 5-piece molecular cluster, C41H44N2O17PS overall in a non-equilibrium geometry.

XYZ file:
```
106
Properties=species:S:1:pos:R:3:forces:R:3
C -0.679259 -0.610758 -0.291198 0.686 -0.437 -0.495
C -1.857775 0.043953 -1.158445 1.138 -1.319 -0.268
S -3.406142 0.443988 -0.217471 -0.015 0.211 0.180
C -4.016510 -1.017772 0.743480 -0.467 -0.854 0.048
C -4.688062 -2.186217 -0.128500 1.681 -1.289 1.963
C -3.526681 -3.144718 -0.712792 -0.273 0.429 0.142
N -3.944426 -3.883809 -1.957630 1.828 1.055 0.644
C -2.701328 -4.667510 -2.340011 -0.211 -1.578 -0.360
C -3.044253 -6.229169 -2.634425 0.272 -1.365 -1.206
O -2.509320 -6.846402 -3.584247 -2.008 2.210 3.287
C -4.081353 -6.897988 -1.592815 -1.120 -0.705 2.105
C -3.767788 -6.603069 -0.079052 -3.096 -1.865 -0.688
C -4.675298 -7.120657 1.061277 -0.416 -0.563 -4.353
C -5.910551 -7.979295 0.663166 2.500 1.502 -2.445
C -6.191338 -8.302820 -0.841576 2.370 1.829 0.972
C -5.295707 -7.763028 -2.010736 1.045 0.900 4.269
C -4.246842 -2.877486 -3.019623 -0.679 -0.296 -1.020
C -5.124310 -1.616409 -2.541885 1.210 0.742 -2.330
N -5.679841 -1.723177 -1.156855 -0.867 1.553 0.274
P -7.092365 -2.877130 -1.039458 -1.498 -3.481 -0.037
C -8.083306 -2.536353 0.551608 -0.760 0.806 0.539
C -8.302419 -2.620365 -2.465526 0.116 1.076 -1.271
H 0.298835 -0.449383 -0.889845 -1.491 -0.201 1.120
H -0.550536 -0.183383 0.757690 -0.299 -0.325 -1.510
H -0.762586 -1.760174 -0.180555 -0.127 1.847 -0.183
H -2.136053 -0.689581 -1.989501 0.483 1.056 0.950
H -1.435279 0.988002 -1.674875 -1.220 -1.247 1.128
H -3.199466 -1.497580 1.383679 -1.082 0.648 -0.909
H -4.821316 -0.616533 1.470711 1.396 -0.310 -1.201
H -5.279684 -2.845420 0.619192 0.831 1.037 -1.260
H -2.563366 -2.584593 -0.972723 -1.325 -0.212 0.618
H -3.257760 -3.859147 0.154898 -0.616 0.994 -1.578
H -2.197468 -4.272827 -3.284503 -0.554 -0.450 1.331
H -1.967129 -4.681436 -1.458363 -0.894 0.116 -1.402
H -2.850036 -5.991227 0.198567 -1.339 -1.010 -0.497
H -4.390323 -6.830103 2.125876 -0.667 -0.699 -1.606
H -6.580802 -8.344775 1.508764 0.917 0.402 -1.571
H -7.096115 -8.959270 -1.069282 1.479 1.090 0.261
H -5.509598 -7.983560 -3.111744 0.337 0.325 1.918
H -3.304687 -2.454576 -3.542200 -1.286 -0.571 0.936
H -4.845420 -3.432277 -3.834013 0.973 0.835 1.196
H -5.943650 -1.438508 -3.337957 1.041 -0.336 1.713
H -4.439018 -0.688679 -2.626606 -1.270 -1.437 0.688
H -6.053517 -0.800418 -0.845960 0.845 -0.251 -0.468
H -7.642700 -1.708140 1.206528 -0.716 -0.948 -0.946
H -9.169124 -2.267742 0.254025 1.824 -0.201 0.527
H -8.153634 -3.470309 1.227429 0.454 1.307 -1.425
H -9.147980 -3.408171 -2.426104 1.451 1.316 0.396
H -8.720821 -1.556159 -2.567591 0.293 -1.591 0.219
H -7.744661 -2.839789 -3.455794 -0.793 0.249 1.655
C 4.118683 1.735125 -1.436103 -0.482 -0.538 0.055
C 4.762466 2.028820 -2.568051 -0.027 1.304 0.145
C 5.259764 0.958570 -3.479054 0.307 -0.542 -0.398
O 5.826709 1.263113 -4.513693 -0.188 0.233 0.317
C 5.045258 -0.437512 -3.081442 0.088 0.222 -0.224
C 4.404650 -0.730454 -1.947974 0.121 -1.385 -0.110
C 3.883807 0.341146 -1.051546 -0.023 0.764 0.166
O 3.285962 0.035939 -0.030965 -0.047 -0.328 -0.148
O 4.200473 -2.022675 -1.564777 -0.157 1.346 0.162
O 4.990282 3.319465 -2.937355 0.037 -1.352 -0.183
H 3.752034 2.499545 -0.769588 0.054 -0.142 -0.133
H 5.426274 -1.204764 -3.742051 -0.011 0.020 0.026
H 3.717097 -1.970158 -0.716783 0.078 -0.141 -0.105
H 5.468406 3.265554 -3.788181 -0.060 0.065 0.111
C 4.861581 6.329306 2.772805 -0.233 -0.104 0.394
C 5.306752 5.516709 1.813862 0.978 0.548 -0.057
C 4.469344 4.401538 1.289592 -0.421 -0.337 -0.064
O 4.902404 3.688631 0.397535 0.329 0.601 0.502
C 3.141676 4.201842 1.880293 0.305 -0.104 -0.307
C 2.697146 5.012950 2.842639 -1.280 -0.644 0.170
C 3.524989 6.145486 3.347290 0.559 0.611 0.228
O 3.079512 6.876964 4.213833 -0.213 -0.423 -0.210
O 1.468455 4.838698 3.402197 1.188 0.624 -0.167
O 6.549043 5.675501 1.273051 -1.106 -0.600 0.086
H 5.458223 7.141976 3.159198 -0.118 -0.102 -0.011
H 2.550465 3.377702 1.503507 0.006 0.009 0.040
H 1.383393 5.549856 4.067763 -0.024 -0.097 -0.077
H 6.633914 4.969391 0.602852 0.088 0.155 0.063
C 5.690886 10.844453 0.639243 -0.015 -0.411 0.231
C 6.323213 11.698799 -0.168497 -1.071 0.968 -0.129
C 7.720000 11.447145 -0.625652 0.806 -0.225 -0.189
O 8.259188 12.239452 -1.377976 -0.433 0.019 0.186
C 8.395901 10.240317 -0.138490 -0.041 0.326 -0.211
C 7.764911 9.387541 0.671912 1.079 -0.934 0.165
C 6.358382 9.626198 1.106961 -0.694 0.349 0.099
O 5.805096 8.816658 1.834413 0.489 0.258 -0.250
O 8.381922 8.264532 1.132755 -1.084 0.955 -0.087
O 5.717316 12.834887 -0.608591 1.060 -0.930 0.098
H 4.677007 11.014427 0.976430 0.038 0.001 -0.016
H 9.414856 10.078282 -0.463406 -0.035 -0.001 0.012
H 7.720442 7.814683 1.694386 0.150 -0.126 -0.171
H 6.378283 13.278798 -1.175762 -0.125 -0.010 0.059
C 0.212191 -3.120799 4.169679 -0.193 -0.246 0.198
C 0.852298 -2.812881 3.039485 -0.047 1.379 0.165
C 1.353409 -3.871600 2.116436 0.273 -0.714 -0.327
O 1.917089 -3.552300 1.082514 -0.200 0.308 0.228
C 1.147346 -5.271821 2.499527 0.119 0.321 -0.334
C 0.510116 -5.580270 3.631937 0.096 -1.473 -0.104
C -0.015012 -4.521543 4.541029 -0.216 0.614 0.506
O -0.607956 -4.839753 5.556840 0.163 -0.244 -0.368
O 0.314000 -6.874848 4.001349 -0.142 1.452 0.126
O 1.073303 -1.518280 2.681448 0.009 -1.355 -0.261
H -0.158145 -2.362274 4.846632 0.037 -0.023 -0.010
H 1.531194 -6.030139 1.830128 0.003 0.013 0.033
H -0.167904 -6.832835 4.850920 0.088 -0.096 -0.089
H 1.550676 -1.563139 1.828463 0.058 0.174 0.120
```
Forces are in eV/Å.

Orbital gap   0.268 Ha
Total energy   -101126.577 eV
Strongest force on any atom   4.49 eV/Å
Net charge   +1

Atomic partial charges in e from the Mulliken method, atoms 1 to 2: number 1, C, carries -0.754; number 2, C, carries -0.101

***

No. 2
The following is a DFT calculation (ωB97M-V/def2-TZVPD) of C6H15N3 as an isolated structure in a non-equilibrium geometry.

XYZ file:
```
24
Properties=species:S:1:pos:R:3:forces:R:3
C 1.515592 0.557649 -1.182458 -0.205 0.127 -0.990
C 0.741831 0.271838 0.223832 0.242 7.754 -3.609
C -1.371142 1.975383 -0.501131 1.114 0.103 0.720
C -0.822539 1.386734 1.643705 2.726 -3.683 4.388
C 0.199589 -0.969728 0.345798 0.433 -5.444 2.714
C 0.793397 -1.845177 1.608158 0.930 -2.194 0.014
H 2.148711 -0.477441 -1.338798 -1.087 3.110 -0.078
H 0.774881 0.733736 -2.210913 2.230 -0.676 3.318
H 2.084386 1.629892 -1.069330 -0.958 -3.099 -0.193
H 1.425966 0.418336 1.039584 0.522 0.356 0.123
H -0.855208 2.057398 -1.459145 -0.588 0.881 -0.133
H -1.911156 2.938191 -0.021990 1.982 -1.832 -1.353
H -2.231593 1.314533 -0.650263 0.197 -0.620 0.278
H -1.424098 2.139304 1.780088 -3.733 4.019 0.790
H -0.131933 1.509776 2.546094 -0.157 -0.429 -1.069
H -1.354295 0.448896 1.837245 -0.362 -0.205 0.010
H 1.928797 -2.185271 1.334922 -2.597 0.970 0.219
H 0.149024 -2.846107 1.394616 1.627 2.154 1.539
H 1.021644 -1.492572 2.830807 -1.627 -0.631 -3.798
H -0.705683 -2.314529 -2.725078 0.953 3.371 4.531
H -0.840490 -0.480379 -2.413623 1.307 -2.577 3.105
N -0.229519 1.487036 0.428531 0.204 0.232 -2.722
N -0.252123 -1.756825 -0.530341 -1.291 -0.367 -2.272
N -0.435405 -1.395060 -1.855569 -1.863 -1.319 -5.532
```
Forces are in eV/Å.

Orbital gap   0.325 Ha
Total energy   -10927.409 eV
Strongest force on any atom   8.56 eV/Å
Net charge   0

Atomic partial charges in e from the Mulliken method, atoms 1 to 2: number 1, C, carries -1.050; number 2, C, carries -0.075

***

No. 3
The following is a DFT calculation (ωB97M-V/def2-TZVPD) of C31H21IrN8O5S as an isolated structure in a non-equilibrium geometry.

XYZ file:
```
67
Properties=species:S:1:pos:R:3:forces:R:3
Ir 0.289445 -0.321759 -0.439504 -0.818 -0.667 0.519
O 0.375878 3.576104 2.279952 0.018 0.032 0.014
C -0.963902 3.798685 2.465910 -0.042 0.114 -0.053
C -1.347810 4.735697 3.415355 0.043 -0.055 -0.008
C -2.693405 4.990314 3.614955 -0.021 -0.010 0.004
C -3.662469 4.324007 2.872780 0.005 0.003 0.003
C -3.278693 3.375253 1.944362 0.026 -0.074 0.095
C -1.929643 3.094537 1.749636 -0.124 0.102 -0.055
C -1.488273 2.058812 0.795988 0.150 -0.048 -0.322
O -1.303542 0.754191 1.311080 -0.496 -0.020 0.183
N -1.255234 2.303734 -0.420918 -0.001 0.022 0.268
N -0.601467 1.373274 -1.221956 -0.050 -0.064 -0.072
C -0.613640 1.754472 -2.478261 0.233 0.019 0.184
C 0.151210 1.219562 -3.538053 0.022 -0.105 0.095
C -0.184453 1.618705 -4.856670 0.060 -0.038 -0.112
C 0.522541 1.171516 -5.934977 -0.097 0.030 0.053
C 1.622582 0.311840 -5.718147 0.011 -0.045 0.022
C 2.002500 -0.067856 -4.462308 -0.034 0.048 -0.003
C 1.292939 0.378799 -3.308737 -0.040 0.131 0.048
O 1.698622 0.053724 -2.142826 0.429 -0.409 0.138
H 0.554825 3.374180 1.352122 0.003 0.019 -0.033
H -0.580924 5.267800 3.961297 0.005 0.023 -0.002
H -2.989696 5.732360 4.344070 -0.004 0.004 0.013
H -4.710031 4.540665 3.023814 -0.017 0.005 0.004
H -4.018390 2.824620 1.379519 -0.017 0.001 -0.017
H -1.279828 2.581550 -2.707043 0.040 0.075 0.046
H -1.022269 2.292365 -4.995142 -0.019 0.010 -0.001
H 0.260905 1.480722 -6.936135 -0.012 -0.003 -0.018
H 2.183888 -0.048901 -6.571269 0.017 0.007 -0.011
H 2.856531 -0.711644 -4.298926 0.028 0.008 0.005
S 2.788170 -6.594746 -3.354017 -0.028 0.072 0.044
N 1.740953 -5.516544 -3.936182 -0.023 -0.019 0.004
C 1.472344 -4.672054 -2.954050 0.066 -0.086 0.002
C 0.552825 -3.555282 -3.031322 -0.132 0.078 0.046
C -0.220866 -3.256824 -4.155082 -0.011 0.093 0.019
C -1.088980 -2.191751 -4.090104 -0.012 -0.115 0.056
C -1.148386 -1.430179 -2.926138 -0.412 0.012 0.171
N -0.410290 -1.685607 -1.851634 0.701 0.384 -0.290
C 0.434747 -2.748194 -1.902615 0.007 -0.005 -0.156
C 1.200239 -3.016590 -0.698366 -0.198 -0.072 0.135
N 1.014374 -2.135956 0.314579 0.589 0.295 -0.574
C 1.552672 -2.420690 1.495416 -0.012 -0.004 0.054
C 2.344689 -3.543953 1.707117 -0.033 -0.065 -0.052
C 2.609339 -4.398634 0.657692 -0.030 0.040 0.037
C 2.010286 -4.144721 -0.575120 -0.082 0.107 0.094
C 2.166907 -4.972449 -1.753124 0.028 -0.042 -0.082
N 2.942679 -6.039383 -1.848525 0.003 -0.011 -0.002
H -0.123150 -3.861185 -5.046529 -0.020 -0.017 -0.002
H -1.720142 -1.925119 -4.924546 0.006 0.016 -0.020
H -1.834899 -0.599903 -2.841399 0.077 0.018 -0.025
H 1.346674 -1.737922 2.306186 0.091 0.101 -0.042
H 2.756232 -3.722492 2.689667 0.003 0.006 0.006
H 3.248645 -5.262941 0.774063 0.006 -0.010 0.007
C -1.373740 0.876161 6.095598 -0.040 0.018 0.025
N -0.644888 0.851999 4.825549 -0.014 0.012 -0.009
C 0.713446 0.879670 4.779571 0.078 0.005 -0.055
C 1.429718 0.828458 3.636779 -0.022 -0.034 0.032
C 0.731731 0.757988 2.393121 -0.099 -0.015 0.212
O 1.258491 0.669750 1.274824 -0.049 0.130 -0.437
N -0.643456 0.764635 2.512219 0.270 0.044 -0.182
C -1.421502 0.777513 3.680482 -0.025 -0.026 -0.044
O -2.617324 0.728215 3.671338 -0.004 -0.036 0.026
H -0.693955 1.204909 6.876294 -0.003 -0.008 0.001
H -1.760347 -0.114235 6.329441 -0.008 0.010 -0.003
H -2.207020 1.568788 6.013887 0.016 0.002 0.010
H 1.199080 0.943692 5.743370 0.008 -0.002 0.003
H 2.506490 0.858242 3.631584 0.010 0.010 0.007
```
Forces are in eV/Å.

Orbital gap (spin up / spin down)   0.234 / 0.238 Ha
Multiplicity   2
Total energy   -68314.148 eV
Strongest force on any atom   1.18 eV/Å
⟨S²⟩   0.753
Net charge   +1

Atomic partial charges in e from the Mulliken method, atoms 1 to 2: number 1, Ir, carries 0.546; number 2, O, carries -0.705

***

Question: What is the formula in the second record?
Answer: C6H15N3

***

Question: Which of these has the highest strongest force on any atom?
Answer: C6H15N3

***

Question: Look up the net charge of the second one.
Answer: 0

***

Question: What is the strongest force on any atom in the third record?
Answer: 1.18 eV/Å